# 1
Entry from the Open Molecules 2025 dataset: a structure of composition C32H92N8O10 (wB97M-V/def2-TZVPD).

Values from the calculation:
LUMO level   0.1 eV
Relative energy (zero: lowest compared OMol25 entry of this formula, charge and spin)   2699.0 kJ/mol

ORCA input file:
```
! wB97M-V def2-TZVPD RIJCOSX def2/J DEFGRID3
* xyz 0 1
C 5.40371 4.21788 -1.40539
C 3.99702 3.82105 -1.91329
C 3.52232 2.49711 -1.32654
O 2.12416 2.29357 -1.59992
C 1.70874 0.97591 -1.34013
N 3.08790 4.94264 -1.51073
H 5.44131 4.26396 -0.31701
H 5.84672 5.09014 -1.88603
H 6.08406 3.41954 -1.70184
H 4.08941 3.85263 -2.99891
H 3.71468 2.48939 -0.25368
H 4.12706 1.72288 -1.79873
H 1.84888 0.82265 -0.27010
H 2.39366 0.29364 -1.84361
H 0.67608 0.91120 -1.68295
H 2.21540 4.64650 -1.92444
H 3.43684 5.75905 -1.99219
C 1.12017 2.26043 2.87201
C 1.09935 2.43643 1.33550
C -0.02067 3.45699 0.93510
O -1.21965 3.03833 1.45803
C -2.42045 3.75125 1.15353
N 2.47290 2.78215 1.02077
H 1.31996 3.19726 3.39214
H 1.79890 1.47143 3.19588
H 0.10529 1.95045 3.12105
H 0.78312 1.46821 0.94736
H -0.06532 3.43034 -0.15366
H 0.31826 4.44014 1.26168
H -2.62124 4.10760 0.14318
H -2.33251 4.62424 1.80025
H -3.28554 3.17222 1.47674
H 2.62901 2.87080 0.02685
H 2.54598 3.73155 1.35752
C 1.97717 -5.83448 -2.12296
C 2.01441 -4.34311 -1.62262
C 0.67452 -3.59712 -1.56639
O 0.77258 -2.36867 -0.87826
C 1.26537 -1.27988 -1.70455
N 2.56778 -4.28702 -0.26491
H 1.36806 -6.10511 -2.98543
H 1.57136 -6.43982 -1.31242
H 3.01439 -6.15820 -2.20946
H 2.75202 -3.91706 -2.30271
H 0.00246 -4.14505 -0.90594
H 0.22537 -3.47168 -2.55160
H 1.31108 -0.39211 -1.07378
H 0.49706 -1.12526 -2.46211
H 2.20635 -1.48779 -2.21390
H 1.77439 -4.60185 0.27502
H 2.50874 -3.28595 -0.14457
C 1.41083 -2.08429 2.18575
C 0.08529 -1.53367 1.70214
C 0.06243 -0.20311 0.94371
O -1.24328 0.11050 0.44933
C -1.14895 0.81662 -0.78050
N -0.42507 -2.54357 0.81020
H 1.85156 -1.24298 2.72059
H 2.15921 -2.33605 1.43432
H 1.29922 -2.92914 2.86536
H -0.48080 -1.44380 2.62927
H 0.79630 -0.25379 0.13937
H 0.26565 0.55954 1.69549
H -2.06888 1.23448 -1.18943
H -0.78056 0.22491 -1.61851
H -0.46201 1.66107 -0.72466
H 0.07557 -2.47866 -0.06458
H -1.35470 -2.17836 0.66021
C -5.48153 1.24333 4.77904
C -4.25933 2.22343 4.60660
C -3.54265 2.08801 3.27204
O -2.94609 0.82397 3.10596
C -2.22153 0.56572 1.90970
N -4.78827 3.57940 4.62393
H -5.14417 0.20931 4.85036
H -6.09451 1.14209 3.88343
H -6.07155 1.55997 5.63911
H -3.53219 1.91629 5.35829
H -2.74000 2.82460 3.23602
H -4.12898 2.35030 2.39141
H -2.79268 0.81390 1.01512
H -1.93123 -0.48225 1.83491
H -1.30647 1.14891 1.80642
H -5.55922 3.68742 3.98045
H -4.14870 4.25227 4.22608
C 6.59086 -2.70633 -1.86386
C 5.20087 -2.55098 -2.39194
C 4.47610 -1.62953 -1.48463
O 4.39470 -2.13556 -0.07848
C 3.78369 -1.17137 0.83261
N 5.28495 -2.15845 -3.75729
H 7.09196 -1.77757 -1.59111
H 7.31987 -3.34179 -2.36670
H 6.44029 -3.14979 -0.87960
H 4.65813 -3.47969 -2.56813
H 3.48493 -1.54134 -1.92950
H 4.97376 -0.66041 -1.44955
H 2.81442 -0.82759 0.47146
H 4.45922 -0.31613 0.85071
H 3.64573 -1.58073 1.83335
H 5.90960 -1.36557 -3.79282
H 4.37524 -1.76912 -3.95968
C -0.87034 3.98969 -2.16004
C -1.08290 2.50432 -2.60075
C -2.58220 2.30919 -3.00410
O -2.76176 0.90907 -3.35271
C -4.15527 0.58451 -3.59296
N -0.22412 2.17343 -3.68117
H -1.22530 4.71514 -2.89205
H 0.19747 4.16914 -2.03477
H -1.35729 4.20549 -1.20903
H -0.87779 1.92982 -1.69743
H -2.90222 3.04696 -3.73988
H -3.22133 2.45623 -2.13347
H -4.64828 0.09490 -2.75313
H -4.19303 -0.01522 -4.50236
H -4.75323 1.48681 -3.72108
H -0.37537 2.92910 -4.33401
H -0.69987 1.39593 -4.11621
C -3.05710 -2.66721 3.36539
C -4.25197 -2.89825 2.42845
C -4.12492 -1.87474 1.26349
O -2.82973 -1.98264 0.56438
C -2.87099 -1.21314 -0.64841
N -4.39515 -4.25404 2.00535
H -3.23115 -1.78664 3.98378
H -2.16015 -2.41331 2.80049
H -2.69070 -3.59549 3.80373
H -5.11702 -2.72416 3.06837
H -4.02267 -0.86967 1.67273
H -4.99156 -1.74247 0.61577
H -3.50837 -1.65082 -1.41670
H -1.92648 -1.24617 -1.19146
H -3.18943 -0.19451 -0.42682
H -3.55986 -4.59892 1.55431
H -5.16210 -4.29765 1.34962
O -2.38244 -3.97616 0.13764
H -2.49261 -3.10402 0.51640
H -3.11278 -4.06595 -0.47455
O -0.40250 -4.39254 1.00591
H -1.31364 -4.40733 0.71292
H -0.17971 -3.46268 1.05017
*
```

# 2
Entry from the Open Molecules 2025 dataset: a cluster of 14 separate species, C32H94F3N14O15 in total (wB97M-V/def2-TZVPD).

Values from the calculation:
LUMO level   1.9 eV

ORCA input file:
```
! wB97M-V def2-TZVPD RIJCOSX def2/J DEFGRID3
* xyz -1 1
C 2.03328 -1.63884 -0.18363
O 0.87030 -1.91198 -0.96543
O 2.78952 -2.76108 -0.36849
C 2.72959 -0.34751 -0.65060
F 2.83354 -0.11959 -1.96891
F 2.06549 0.71122 -0.11537
F 4.03648 -0.33554 -0.24505
C -0.37327 -1.42405 -0.52855
C -1.42818 -1.27821 -1.66195
H -1.49556 -2.25384 -2.14815
H -2.34053 -0.97270 -1.15583
H -1.07557 -0.63848 -2.47018
H -0.31494 -0.49387 0.05183
H -0.86927 -2.02483 0.24685
H 1.86105 -1.55711 0.89689
C 2.05414 -2.78636 -4.45897
O 2.02449 -2.97234 -5.68052
N 2.98226 -3.29464 -3.63752
N 1.13725 -2.01865 -3.82114
H 3.13480 -2.92664 -2.70845
H 3.64125 -3.98903 -3.93726
H 1.09308 -2.03720 -2.81197
H 0.33969 -1.64248 -4.29778
C 7.14307 -2.24052 -2.47992
O 7.84918 -1.67553 -3.33539
N 7.58419 -3.26989 -1.72627
N 5.85715 -1.89974 -2.29718
H 6.82364 -3.91051 -1.52524
H 8.46199 -3.69357 -1.96787
H 5.60263 -1.17711 -2.95059
H 5.24319 -2.21387 -1.56277
C -1.86773 -3.40335 -5.73550
O -1.72838 -3.26755 -4.51271
N -0.95545 -3.03847 -6.67538
N -2.95081 -4.00646 -6.28910
H -0.06658 -2.75762 -6.27523
H -1.03147 -3.49481 -7.56092
H -3.66574 -4.32964 -5.66221
H -3.01183 -3.91657 -7.28202
C 0.99385 -3.48284 4.11833
O 0.49396 -4.55724 4.46896
N 0.86013 -3.03644 2.84748
N 1.63409 -2.60321 4.92535
H 0.54849 -3.74589 2.20906
H 0.92911 -2.04456 2.69826
H 2.04230 -3.02911 5.74017
H 2.01094 -1.77783 4.46362
C 6.56113 5.40793 3.32197
C 5.68445 6.12564 2.31383
C 5.16694 5.21437 1.22883
O 4.36728 4.13691 1.68992
C 4.33792 3.08436 0.72996
N 4.61390 6.95911 2.97232
H 7.31811 4.84322 2.76911
H 6.08838 4.68940 3.98960
H 7.13273 6.11642 3.92501
H 6.24877 6.92586 1.82821
H 6.08811 4.77406 0.82188
H 4.73835 5.73304 0.36632
H 5.33926 2.65835 0.84019
H 4.03082 3.35949 -0.28000
H 3.66967 2.26914 1.00447
H 3.78506 6.37145 2.90538
H 4.83107 6.96474 3.96362
C -2.32130 2.57184 -6.78611
C -2.18661 2.73178 -5.28535
C -3.36226 3.49103 -4.65401
O -3.20797 4.87745 -4.94032
C -4.31698 5.68509 -4.67323
N -2.08084 1.35639 -4.74252
H -2.27166 3.54221 -7.28493
H -3.34818 2.23966 -6.98745
H -1.75849 1.80629 -7.31955
H -1.20539 3.20791 -5.16010
H -3.21480 3.27783 -3.59036
H -4.34218 3.19009 -5.02719
H -4.10072 6.75259 -4.62929
H -4.67301 5.48334 -3.65480
H -5.08330 5.48406 -5.42854
H -1.76582 1.43959 -3.76283
H -1.33819 0.93969 -5.29109
C 5.25434 1.79297 4.19340
C 3.99070 0.99705 4.64916
C 2.95260 0.70405 3.52998
O 1.80360 0.00661 4.00852
C 1.03100 0.82018 4.90426
N 4.52017 -0.25655 5.22644
H 5.49276 1.45789 3.18000
H 6.16095 1.65389 4.77710
H 4.99926 2.85191 4.17222
H 3.47035 1.53676 5.44091
H 3.42546 0.01150 2.82655
H 2.70076 1.58482 2.93253
H 0.80334 1.80658 4.50188
H 1.51584 0.81704 5.88080
H 0.07744 0.32240 5.07911
H 4.92847 -0.77150 4.44694
H 3.67682 -0.80162 5.40931
C -2.18559 -0.08901 3.16047
C -3.48329 -0.56618 3.90418
C -4.38095 0.68423 4.08845
O -3.73828 1.57559 4.96629
C -4.32327 2.86360 4.96685
N -4.15125 -1.50461 3.00550
H -1.41949 -0.85274 3.30129
H -1.89150 0.91231 3.48737
H -2.37105 0.08600 2.09807
H -3.18076 -1.01875 4.84764
H -5.24924 0.22250 4.57481
H -4.46984 1.20213 3.13023
H -3.99499 3.35672 5.88376
H -5.38950 2.72511 5.17964
H -4.07155 3.43359 4.07441
H -4.77248 -1.03324 2.37014
H -3.61162 -2.23548 2.55245
C -3.88446 4.27018 1.25421
C -2.96897 3.24561 0.61841
C -3.77222 2.18272 -0.16967
O -4.50448 1.36324 0.71291
C -5.14941 0.22693 0.15027
N -2.01061 3.81907 -0.31629
H -4.62234 3.83305 1.92467
H -4.36594 4.77459 0.41371
H -3.28816 4.98790 1.82047
H -2.43140 2.68527 1.39485
H -3.06471 1.63023 -0.79839
H -4.42242 2.70742 -0.88208
H -5.68685 -0.04580 1.06063
H -4.49358 -0.61599 -0.07570
H -5.84179 0.47475 -0.65466
H -1.86614 3.12342 -1.03411
H -1.11807 3.98860 0.12605
C -3.71072 -4.98167 -1.94640
C -4.05844 -4.97355 -0.44955
C -3.79179 -3.65573 0.25386
O -3.54856 -3.93813 1.60969
C -2.19151 -4.08420 2.04420
N -5.40602 -5.42710 -0.14585
H -3.86064 -4.00475 -2.41467
H -4.39497 -5.64541 -2.48144
H -2.71957 -5.35187 -2.20315
H -3.35747 -5.71976 -0.06578
H -4.54986 -2.88759 0.08396
H -2.90790 -3.25093 -0.26327
H -1.79014 -3.07533 2.11385
H -1.64127 -4.72173 1.34169
H -2.15354 -4.71268 2.93104
H -5.51094 -5.55727 0.85852
H -6.02049 -4.61618 -0.22079
O -0.74937 1.96954 -2.44506
H -0.42637 1.06878 -2.32040
H -0.10258 2.38275 -3.02976
O 1.02563 -5.03601 -1.32708
H 0.28840 -4.93071 -0.72105
H 1.62760 -4.30186 -1.10632
O 4.76873 -4.73759 -1.08228
H 4.43415 -5.19757 -0.30842
H 4.16696 -3.98465 -1.18721
*
```

# 3
Entry from the Open Molecules 2025 dataset: a cluster of 11 separate species, C32H94N8O11 in total (wB97M-V/def2-TZVPD).

Values from the calculation:
LUMO level   0.5 eV
Relative energy (zero: lowest compared OMol25 entry of this formula, charge and spin)   0.0 kJ/mol
Structure (SMILES)   COC[C@H](C)N.COC[C@H](C)N.COC[C@H](C)N.COC[C@H](C)N.COC[C@H](C)N.COC[C@H](C)N.COC[C@H](C)N.COC[C@H](C)N.O.O.O

ORCA input file:
```
! wB97M-V def2-TZVPD RIJCOSX def2/J DEFGRID3
* xyz 0 1
C 1.57088 5.78240 -4.47723
O 0.23598 5.37045 -4.10594
C 0.16506 4.96924 -2.75324
C -1.28146 4.96604 -2.30186
C -1.43699 4.68115 -0.81312
N -2.07785 4.01363 -3.11133
H 2.20001 4.93437 -4.35445
H 1.97334 6.55053 -3.81517
H 1.48055 6.17927 -5.47267
H 0.52479 3.93365 -2.62432
H 0.72052 5.61485 -2.06311
H -1.54477 6.03073 -2.40702
H -1.35907 3.55769 -0.64581
H -2.41929 4.99253 -0.45626
H -0.67691 5.18297 -0.25492
H -1.77156 4.27917 -4.05197
H -3.07952 4.10823 -2.90636
C -0.81276 2.75539 8.94757
O -0.40226 3.14013 7.61569
C 0.44379 2.20752 6.99319
C -0.29625 0.87079 6.54296
C 0.83359 -0.13636 6.15733
N -1.25429 1.10151 5.44049
H -1.18269 3.72633 9.36824
H 0.05291 2.40661 9.51543
H -1.66361 2.08613 9.00833
H 0.74488 2.66675 6.06924
H 1.27531 1.96275 7.67382
H -0.93290 0.48694 7.33564
H 0.56172 -0.88755 5.43156
H 1.18817 -0.60103 7.06520
H 1.81829 0.36210 5.86040
H -1.92687 1.89131 5.65183
H -0.77789 1.29649 4.55628
C 2.21750 -2.38627 -2.88708
O 1.40386 -3.52064 -3.18955
C 0.18415 -3.55920 -2.44882
C -0.58165 -4.77394 -3.08513
C -1.04467 -4.46471 -4.54700
N -1.74518 -4.96975 -2.20473
H 2.16707 -2.05315 -1.87776
H 1.82898 -1.52976 -3.41726
H 3.26971 -2.60256 -3.03965
H 0.38361 -3.65927 -1.37656
H -0.36104 -2.65295 -2.54635
H 0.13802 -5.62106 -3.01564
H -0.20100 -4.10775 -5.17222
H -1.85488 -3.74154 -4.49601
H -1.29467 -5.41835 -4.97078
H -2.41212 -4.22030 -2.03860
H -2.30809 -5.74224 -2.46820
C 0.01863 -4.91219 1.05069
O -0.40263 -3.88508 1.95497
C -1.76902 -3.96918 2.28591
C -2.10530 -3.31256 3.68674
C -1.79811 -1.75369 3.59090
N -1.43646 -3.86505 4.88441
H 1.03416 -4.63836 0.74573
H -0.63996 -4.85061 0.16100
H -0.09593 -5.90302 1.53673
H -2.44678 -3.44411 1.54215
H -2.00351 -4.97913 2.44313
H -3.17676 -3.38455 3.82062
H -0.78897 -1.46383 3.48298
H -2.16720 -1.21249 4.46034
H -2.34406 -1.30578 2.76646
H -0.44769 -3.70108 4.81725
H -1.47617 -4.86795 4.82537
C -6.77186 4.50409 -0.51650
O -6.46412 3.15140 -0.22209
C -5.66824 2.36096 -1.11770
C -5.29165 1.00477 -0.45460
C -4.32276 1.13147 0.73161
N -4.76796 0.06096 -1.45234
H -5.95435 5.21235 -0.29211
H -7.59129 4.77276 0.15753
H -7.12505 4.55489 -1.54097
H -6.22806 2.12050 -2.03490
H -4.76691 2.94811 -1.40531
H -6.21166 0.58671 -0.04839
H -3.41982 1.68827 0.43780
H -3.94910 0.12507 1.03578
H -4.76424 1.68444 1.58383
H -3.89537 0.38827 -1.81169
H -5.43721 -0.18871 -2.12226
C 2.09828 1.12668 -2.95895
O 0.72357 0.88742 -2.73844
C -0.06955 0.91470 -3.89996
C -1.40433 0.17241 -3.60888
C -2.28177 0.20117 -4.85756
N -2.05842 0.82311 -2.41444
H 2.25791 2.18075 -3.17340
H 2.48014 0.58858 -3.84027
H 2.58942 0.82716 -2.07935
H -0.16077 1.95371 -4.24900
H 0.49661 0.29216 -4.62750
H -1.25898 -0.90497 -3.30053
H -3.28251 -0.20108 -4.64693
H -1.92403 -0.37500 -5.70544
H -2.34892 1.23270 -5.21415
H -1.43081 0.63243 -1.66054
H -2.09546 1.85169 -2.57096
C 4.12993 -2.26568 0.50956
O 5.05334 -1.69681 -0.40551
C 6.00225 -2.72145 -0.94168
C 6.89106 -1.97227 -1.93929
C 6.13319 -1.32482 -3.05519
N 7.83194 -2.99763 -2.42478
H 3.66403 -3.11463 0.03381
H 3.37196 -1.51699 0.75655
H 4.67453 -2.57480 1.40870
H 6.54268 -3.14388 -0.13225
H 5.39283 -3.47081 -1.46628
H 7.41215 -1.19132 -1.42215
H 5.51653 -1.93601 -3.73776
H 6.88151 -0.85775 -3.72072
H 5.56622 -0.51440 -2.64869
H 8.70000 -2.94982 -1.91341
H 8.12708 -2.71039 -3.37615
C 2.41037 2.83700 2.11113
O 1.63369 1.77272 2.56021
C 1.70191 0.61171 1.72446
C 0.21239 0.37711 1.19366
C 0.11602 -0.79438 0.18376
N -0.32942 1.54812 0.52059
H 2.20454 3.20689 1.08281
H 3.47152 2.54702 2.03671
H 2.33966 3.75261 2.75932
H 2.38567 0.83241 0.93011
H 1.99463 -0.24311 2.36734
H -0.45043 0.14013 2.01318
H 0.36180 -1.75323 0.67001
H 0.52794 -0.56977 -0.79121
H -0.95421 -0.78439 0.06598
H 0.46148 1.82300 -0.15917
H -0.23099 2.31918 1.16137
O -3.27789 -2.61586 -0.96599
H -2.39244 -2.25374 -0.85533
H -3.84872 -1.81560 -1.13946
O 1.73252 -2.55063 3.28446
H 2.03413 -3.09033 4.02765
H 0.91798 -3.03021 2.99229
O 5.34473 1.07937 -0.05897
H 6.25039 1.15952 -0.38580
H 5.15407 0.13334 -0.12774
*
```